ORCA calculation (the ωB97M-V functional and the def2-TZVPD basis) on a cluster of 2 separate species, C5H11NO in total in a non-equilibrium geometry.

Output
HOMO-LUMO gap = 8.731 eV
Structure (SMILES) = C=C/C(N)=C/C.O
Multiplicity = 1
HOMO energy = -8.0 eV

Last column: Mulliken charge in e.
Positions of all 18 atoms, in Å:
H: -0.291239 3.010688 0.568187  0.25
N: -0.792595 2.210355 0.936719  -0.61
H: -1.721221 2.270323 0.549343  0.19
H: 0.494877 -2.619562 -2.289910  0.33
H: -0.393211 -3.801021 -1.973945  0.32
H: 1.967952 -0.273279 -0.534685  0.17
C: -2.164490 -0.292805 0.308496  -1.23
H: 1.568749 1.780133 1.717567  0.38
O: 0.499676 -3.587497 -2.280598  -0.64
C: 2.278947 0.530073 0.117594  -0.64
H: -2.629133 -0.234409 -0.692433  0.30
C: 1.355751 1.116177 0.880781  -0.44
C: -0.120157 1.001157 0.714131  0.54
C: -0.655550 -0.075248 0.098508  -0.16
H: -0.148359 -1.006784 -0.104316  0.33
H: 3.280350 0.935330 0.119797  0.27
H: -2.702655 0.452253 0.895628  0.31
H: -2.472385 -1.242890 0.753549  0.34

Force components x, y, z for each atom (eV/Å):
0.30 -0.18 0.30
-0.18 0.25 0.49
-0.11 -0.40 0.07
0.14 -0.24 -0.07
0.26 -0.10 -0.09
0.27 0.26 -0.50
-0.40 0.37 -1.85
0.58 0.33 -0.45
-0.41 0.37 0.16
-0.61 0.66 0.56
-0.29 -0.29 0.30
-0.58 0.30 0.23
1.31 -0.78 -2.23
-2.16 -0.21 2.72
0.61 0.21 0.14
0.28 -0.68 0.24
0.46 0.23 0.12
0.55 -0.11 -0.15